41
Properties=species:S:1:pos:R:3:lowdin_charge:R:1 method="wB97M-V/def2-TZVPD" total_charge=+1 homo_energy_ev=-9.85 max_force_ev_per_a=6.21 lumo_ev=-4.83 e_above_lowest_kcal_mol=17.27
Lu 0.80662 -1.61391 -0.69123 1.471
Cl 4.66316 -1.54147 5.04921 0.715
C 4.14435 -1.85867 3.47377 -0.751
C 5.08815 -1.87930 2.45005 -0.686
Cl 6.75346 -1.49523 2.72854 0.680
C 4.73982 -1.98285 1.11580 -0.668
Cl 5.87089 -1.93954 -0.14707 0.743
C 3.40098 -1.83852 0.77712 -0.443
O 3.05495 -1.32255 -0.39888 -0.312
C 2.41036 -2.04249 1.79177 -0.356
O 1.11895 -1.74685 1.49923 -0.338
C 2.79203 -2.00196 3.17670 -0.610
Cl 1.70354 -2.18483 4.50437 0.696
C -3.31517 -2.33083 -1.44668 -0.290
As -1.84288 -1.34883 -0.62443 1.043
C -2.50842 -1.33718 1.24249 -0.245
C -2.28972 0.47816 -1.24514 -0.437
C -3.59751 0.82223 -1.35536 -0.125
C -3.99042 2.05256 -1.87827 -0.038
C -3.01861 2.97415 -2.20318 -0.040
C -1.67514 2.68421 -1.96273 -0.096
C -1.28841 1.43205 -1.55600 -0.450
As 0.48397 1.06618 -0.91400 1.076
C 1.55617 2.19111 -2.12009 -0.270
C 0.44756 2.23871 0.66287 -0.250
H -4.19336 -2.49308 -0.76877 0.063
H -2.84309 -3.31201 -1.68172 0.032
H -3.54318 -1.78620 -2.36780 0.035
H -3.14341 -0.43584 1.44600 0.063
H -1.68215 -1.42424 1.94044 0.013
H -3.11660 -2.24648 1.32800 0.034
H -4.34481 0.00833 -1.11825 0.122
H -5.04702 2.24610 -1.93204 0.118
H -3.26100 3.94717 -2.54622 0.109
H -0.86232 3.43631 -2.04479 0.116
H 1.53625 3.24155 -1.85001 0.035
H 1.25457 2.09608 -3.20630 0.064
H 2.56565 1.75273 -2.08480 0.031
H 1.39997 2.37224 1.19645 0.049
H -0.32609 1.87266 1.38934 0.052
H 0.09790 3.25033 0.37164 0.046